{"formula": "C62H61AsN4O4PRbS3", "method": "ωB97M-V with the def2-TZVPD basis set", "energy_ha": -6715.0732, "e_above_lowest_kcal_mol": 39.3, "max_force_ha_per_bohr": 0.0400, "total_charge": -2, "e_lumo_ev": 3.35, "orbital_gap_ev": 5.37, "symbols": ["Rb", "C", "C", "C", "C", "C", "C", "C", "C", "N", "C", "C", "C", "C", "N", "C", "C", "C", "C", "C", "C", "C", "C", "H", "H", "H", "H", "H", "H", "H", "H", "H", "H", "H", "H", "H", "H", "H", "H", "H", "H", "H", "H", "H", "H", "H", "H", "O", "S", "O", "O", "O", "S", "C", "C", "C", "N", "C", "C", "C", "C", "C", "N", "C", "C", "H", "H", "H", "H", "H", "H", "H", "H", "C", "C", "As", "C", "C", "C", "C", "C", "C", "C", "C", "C", "C", "C", "C", "P", "C", "C", "C", "C", "C", "C", "C", "C", "C", "C", "C", "C", "H", "H", "H", "H", "H", "H", "H", "H", "H", "H", "H", "H", "H", "H", "H", "H", "H", "H", "H", "H", "H", "H", "H", "H", "S", "C", "C", "C", "C", "C", "C", "H", "H", "H", "H", "H"], "positions_angstrom": [[0.20326, -0.09220, 0.03236], [-4.21842, -0.95644, 2.26209], [-3.29168, -2.09198, 2.61564], [-3.72487, -3.41158, 2.62407], [-2.84201, -4.44767, 2.89880], [-1.50723, -4.16210, 3.14547], [-1.02981, -2.85378, 3.15423], [0.43478, -2.56931, 3.37577], [-1.94717, -1.82425, 2.90376], [-1.50998, -0.48701, 2.81476], [-1.41780, 0.29334, 3.79755], [-1.78620, -0.08374, 5.21062], [-0.91161, 1.70365, 3.53730], [-0.89990, 2.68371, 4.68388], [-0.53839, 1.97962, 2.36817], [-0.01562, 3.22566, 1.95751], [-0.84721, 4.07004, 1.21053], [-2.28949, 3.69403, 0.97055], [-0.30661, 5.23702, 0.68636], [1.02024, 5.57439, 0.91773], [1.81785, 4.73386, 1.67851], [1.32376, 3.54426, 2.20711], [2.21986, 2.60105, 2.96905], [-5.21130, -1.33117, 2.01248], [-3.83661, -0.39982, 1.40001], [-4.31518, -0.24276, 3.08478], [-4.76571, -3.62485, 2.40012], [-3.19295, -5.47254, 2.91227], [-0.80592, -4.96922, 3.33093], [0.88951, -3.34885, 3.98967], [0.60162, -1.60332, 3.85357], [0.97275, -2.53704, 2.41958], [-2.08522, -1.12797, 5.25073], [-2.61000, 0.53729, 5.56820], [-0.94013, 0.06718, 5.88437], [-0.26238, 2.32953, 5.49623], [-1.90709, 2.81708, 5.08488], [-0.52638, 3.64442, 4.33907], [-2.37377, 2.82585, 0.30600], [-2.82894, 4.52086, 0.50998], [-2.79359, 3.42468, 1.90212], [-0.93522, 5.88203, 0.08173], [1.43309, 6.48424, 0.49799], [2.85675, 4.99247, 1.86260], [3.14844, 3.10043, 3.24517], [2.47258, 1.72911, 2.35465], [1.74432, 2.23132, 3.88040], [4.12559, -1.78232, 0.86437], [2.90055, -1.22232, 0.31283], [3.08589, -0.95921, -1.18285], [1.75426, -2.14640, 0.44028], [2.53463, 0.07672, 0.93609], [-5.94837, -3.43191, -2.80602], [-4.41994, -2.65396, -2.30108], [-3.85043, -1.65582, -3.05815], [-2.69208, -1.04704, -2.58241], [-2.07028, -1.43520, -1.47809], [-2.62408, -2.42151, -0.76182], [-3.79912, -3.05529, -1.11838], [-7.04668, -2.03428, -2.60839], [-7.17883, -1.06254, -3.58724], [-8.04994, -0.00547, -3.35952], [-8.79486, 0.11727, -2.26137], [-8.65261, -0.82167, -1.32594], [-7.79698, -1.90621, -1.44708], [-4.30566, -1.30427, -3.97166], [-2.20715, -0.26918, -3.15789], [-2.09542, -2.72107, 0.14065], [-4.22382, -3.83400, -0.49875], [-6.61520, -1.12165, -4.50825], [-8.15645, 0.78092, -4.09917], [-9.25558, -0.69741, -0.43139], [-7.70727, -2.63841, -0.65483], [3.43614, 0.68198, -3.39660], [4.49190, 1.62116, -3.96653], [5.56474, 0.79763, -5.39404], [6.46395, -0.58140, -4.33849], [6.27110, -1.91559, -4.68652], [6.84687, -2.93646, -3.93885], [7.62497, -2.62736, -2.83261], [7.82674, -1.29825, -2.47858], [7.25042, -0.28178, -3.22704], [7.04404, 2.08659, -5.38391], [8.28838, 1.68394, -5.87341], [9.35804, 2.56558, -5.92016], [9.19799, 3.87685, -5.48244], [7.96609, 4.28933, -4.99630], [6.89541, 3.40119, -4.95168], [2.68397, 1.12261, -1.72875], [4.18913, 1.66233, -0.78392], [4.17828, 2.84565, -0.04168], [5.27686, 3.24168, 0.70822], [6.41507, 2.44473, 0.75810], [6.42840, 1.24787, 0.05481], [5.33377, 0.86723, -0.71239], [2.17967, 2.92154, -2.34681], [0.81509, 2.99142, -2.64733], [0.20636, 4.13788, -3.15652], [0.97243, 5.27226, -3.38322], [2.33358, 5.24447, -3.08531], [2.92089, 4.09264, -2.56938], [3.83762, -0.32450, -3.26347], [2.58761, 0.61553, -4.08223], [5.18425, 1.95072, -3.18738], [4.02865, 2.50494, -4.40222], [5.65274, -2.15550, -5.54376], [6.67686, -3.97057, -4.21167], [8.06370, -3.41951, -2.23825], [8.41642, -1.05548, -1.60240], [7.39890, 0.75065, -2.92937], [8.42038, 0.66009, -6.20659], [10.31781, 2.23169, -6.29685], [10.03112, 4.56894, -5.51844], [7.83578, 5.30578, -4.64475], [5.94132, 3.74123, -4.56424], [3.28634, 3.45593, -0.03359], [5.24295, 4.17065, 1.26808], [7.27210, 2.74418, 1.35217], [7.28734, 0.58701, 0.12286], [5.35028, -0.08197, -1.23575], [0.20315, 2.10997, -2.47413], [-0.85849, 4.13849, -3.37197], [0.51948, 6.17336, -3.78444], [2.94286, 6.12848, -3.25666], [3.97950, 4.11150, -2.32865], [-4.34284, 1.36588, -1.78647], [-3.94367, 2.71464, -2.82343], [-4.11308, 4.05294, -2.40384], [-3.81084, 5.12602, -3.23052], [-3.32621, 4.92000, -4.52046], [-3.13900, 3.61266, -4.95484], [-3.44075, 2.53615, -4.12984], [-4.48923, 4.22200, -1.40106], [-3.94960, 6.13870, -2.86553], [-3.09960, 5.75619, -5.17016], [-2.74575, 3.43172, -5.95031], [-3.29511, 1.52417, -4.49289]], "forces_ev_per_angstrom": [[-1.9665, 0.5298, -0.2942], [0.0942, -0.0865, -0.0266], [-0.0813, 0.1135, -0.0386], [-0.0107, -0.0264, 0.0360], [0.0235, 0.0802, -0.0198], [-0.0218, -0.0478, 0.0236], [0.1154, 0.1265, 0.0385], [-0.1002, -0.0121, -0.0638], [-0.0433, -0.0173, 0.1050], [0.1702, -0.1355, -0.5127], [-0.0554, 0.0769, 0.2032], [0.0863, 0.0647, -0.0341], [-0.0558, 0.1050, 0.1606], [-0.0288, -0.0784, -0.0161], [0.1545, -0.2274, -0.4145], [-0.0832, 0.1118, 0.1293], [-0.1762, -0.0824, -0.0235], [0.2301, -0.0729, -0.0549], [0.0482, 0.0528, 0.0495], [-0.0507, -0.0392, 0.0095], [0.0009, 0.0814, 0.0563], [0.0527, -0.1133, 0.0548], [-0.0383, 0.0263, -0.1292], [0.0093, 0.0051, 0.0056], [-0.0313, 0.0018, 0.0401], [-0.0074, -0.0058, -0.0157], [0.0372, 0.0178, 0.0159], [0.0213, 0.0016, -0.0408], [-0.0225, 0.0368, 0.0056], [-0.0327, 0.0184, -0.0009], [-0.0135, -0.0441, 0.0479], [-0.0125, 0.0266, -0.0199], [-0.0221, -0.0246, 0.0213], [0.0076, 0.0175, 0.0278], [-0.0185, 0.0132, 0.0007], [-0.0110, -0.0083, 0.0125], [0.0018, -0.0127, 0.0235], [0.0090, 0.0402, 0.0066], [-0.0480, 0.0681, 0.0339], [0.0064, -0.0299, -0.0234], [-0.0038, 0.0242, -0.0150], [0.0074, -0.0330, 0.0145], [-0.0090, -0.0414, -0.0138], [-0.0580, -0.0351, -0.0190], [0.0134, 0.0091, -0.0093], [-0.0138, -0.0104, 0.0196], [0.0186, 0.0287, 0.0113], [0.0465, 0.0714, 0.1274], [1.0102, -0.6211, -0.5247], [0.1982, -0.2764, 0.6604], [-0.0041, -0.4929, 0.2247], [0.7655, -0.0497, 0.5501], [-0.0256, 0.1015, -0.0411], [-0.0447, -0.1120, 0.0427], [0.0568, 0.0346, 0.0180], [0.2509, -0.3115, -0.1209], [-0.0167, -0.2162, 0.1404], [0.1343, 0.0711, -0.0363], [-0.0601, 0.0793, -0.0533], [0.0133, -0.0732, 0.0586], [-0.0366, 0.0126, 0.0073], [-0.0727, -0.0129, 0.1131], [0.0870, -0.0931, -0.0330], [0.0060, 0.0630, -0.1008], [-0.0210, 0.0344, 0.0008], [-0.0071, 0.0029, -0.0112], [-0.1100, 0.0759, 0.0540], [-0.0280, 0.0232, -0.0658], [0.0155, 0.0206, 0.0053], [-0.0013, 0.0291, 0.0309], [0.0246, -0.0269, 0.0188], [0.0300, -0.0185, -0.0165], [-0.0069, 0.0337, -0.0107], [0.0152, -0.1967, 0.1820], [0.0279, -0.0309, 0.1425], [-0.0562, 0.0061, 0.0188], [0.0345, -0.0669, 0.0493], [0.0193, 0.0601, 0.0355], [0.0353, 0.0565, 0.0373], [-0.0102, 0.0421, -0.0568], [-0.0210, -0.0197, -0.0463], [0.0130, -0.0376, -0.0276], [0.0937, -0.0125, -0.0840], [-0.0114, 0.0700, 0.0237], [-0.0657, 0.0402, 0.0096], [-0.0262, -0.0550, 0.0001], [0.0204, -0.0377, -0.0536], [-0.0182, 0.0223, 0.0246], [0.1023, 1.7164, -0.6938], [0.0531, -0.0655, 0.0307], [-0.0102, -0.1172, 0.0033], [0.0264, -0.0862, 0.0070], [-0.0581, -0.0278, -0.0329], [-0.0235, 0.0162, -0.0453], [-0.0143, -0.0390, -0.0889], [-0.0540, -0.1516, -0.0264], [0.0568, 0.0774, -0.0469], [0.0256, -0.0557, 0.0206], [0.1065, -0.0313, 0.0344], [-0.0062, -0.0846, 0.0638], [-0.0911, -0.0417, -0.0467], [-0.0589, -0.0326, 0.0098], [0.0001, -0.0806, -0.0291], [-0.0059, 0.0028, -0.0220], [-0.0332, 0.0754, 0.0239], [-0.0099, -0.0251, -0.0046], [-0.0161, 0.0023, 0.0025], [-0.0245, 0.0143, 0.0062], [-0.0218, 0.0078, -0.0194], [-0.0096, -0.0214, -0.0062], [0.0242, -0.0005, -0.0006], [-0.0035, -0.0022, 0.0054], [-0.0123, -0.0104, 0.0153], [-0.0180, -0.0069, -0.0006], [0.0560, -0.0068, 0.0026], [-0.0130, 0.0476, -0.0482], [-0.0320, 0.0021, 0.0062], [-0.0276, -0.0091, -0.0035], [-0.0312, 0.0409, -0.0394], [-0.0528, 0.0332, 0.1089], [-0.0413, 0.0101, -0.0139], [0.0772, -0.0007, 0.0347], [-0.0101, -0.0434, 0.0306], [-0.0298, -0.0422, 0.0275], [-0.0007, -0.0145, -0.0250], [-0.1059, 0.3492, -0.0075], [-0.0638, 0.0173, 0.0487], [0.1123, -0.0175, -0.0875], [0.0048, -0.1283, -0.0018], [-0.0382, -0.0190, 0.0627], [-0.0573, -0.0707, 0.0465], [-0.0100, 0.1305, 0.0213], [-0.0075, 0.0051, -0.0434], [-0.0237, -0.0062, 0.0168], [0.0378, 0.0172, 0.0122], [-0.0140, -0.0333, 0.0169], [0.0009, 0.0239, 0.0143]], "lowdin_charge": [0.808, -0.023, -0.230, -0.077, -0.099, -0.053, -0.195, -0.011, -0.221, 0.156, -0.255, -0.009, -0.259, -0.016, 0.152, -0.206, -0.200, -0.026, -0.050, -0.086, -0.071, -0.201, -0.015, 0.074, 0.083, 0.075, 0.104, 0.092, 0.108, 0.080, 0.076, 0.066, 0.081, 0.083, 0.085, 0.081, 0.083, 0.083, 0.067, 0.068, 0.075, 0.108, 0.097, 0.100, 0.077, 0.065, 0.066, -0.360, 0.173, -0.534, -0.539, -0.603, 0.952, -0.517, -0.121, -0.215, 0.021, -0.134, -0.082, -0.520, -0.087, -0.143, 0.057, -0.156, -0.088, 0.095, 0.094, 0.108, 0.094, 0.101, 0.105, 0.098, 0.098, -0.375, -0.456, 1.282, -0.418, -0.133, -0.095, -0.089, -0.084, -0.116, -0.418, -0.135, -0.106, -0.114, -0.096, -0.106, 1.017, -0.325, -0.110, -0.100, -0.110, -0.084, -0.099, -0.317, -0.114, -0.080, -0.113, -0.110, -0.129, 0.053, 0.077, 0.055, 0.051, 0.084, 0.095, 0.097, 0.097, 0.104, 0.095, 0.092, 0.090, 0.097, 0.089, 0.081, 0.088, 0.086, 0.092, 0.097, 0.077, 0.082, 0.089, 0.087, 0.091, 0.480, -0.756, -0.159, -0.131, -0.157, -0.140, -0.150, 0.075, 0.086, 0.079, 0.090, 0.078]}

{"formula": "C4H4F12Li2N2O10S4", "method": "ωB97M-V with the def2-TZVPD basis set", "energy_ha": -3823.0335, "e_above_lowest_kcal_mol": 0.0, "max_force_ha_per_bohr": 0.0803, "e_lumo_ev": -0.21, "orbital_gap_ev": 11.08, "symbols": ["Li", "Li", "C", "F", "F", "F", "S", "O", "O", "N", "S", "O", "O", "C", "F", "F", "F", "C", "F", "F", "F", "S", "O", "O", "N", "S", "O", "O", "C", "F", "F", "F", "O", "H", "H", "O", "H", "H"], "positions_angstrom": [[-0.05652, 0.06543, 1.60364], [0.03686, 0.07114, -1.01647], [-2.61714, 1.75969, -2.02260], [-3.91796, 1.97392, -2.09139], [-2.30840, 0.58710, -2.57181], [-1.99853, 2.75589, -2.63929], [-2.09904, 1.81224, -0.17237], [-1.00727, 2.73411, -0.09475], [-3.27449, 2.22216, 0.52141], [-1.52113, 0.22615, 0.19271], [-2.74945, -0.76368, 0.41650], [-3.93841, -0.54004, -0.38111], [-2.25311, -2.12673, 0.38772], [-3.26971, -0.54326, 2.23031], [-2.17621, -0.11436, 2.90464], [-4.20970, 0.33383, 2.40156], [-3.66211, -1.67086, 2.73035], [3.09731, 0.74790, 2.55598], [4.40159, 0.76757, 2.58136], [2.59819, -0.34449, 3.10957], [2.62690, 1.79616, 3.24757], [2.49169, 1.06115, 0.76928], [1.56581, 2.17314, 0.78658], [3.64592, 1.28756, -0.05132], [1.53135, -0.34664, 0.43778], [2.61864, -1.37081, -0.16415], [2.87272, -1.24413, -1.57939], [3.78968, -1.44407, 0.68018], [1.75891, -3.02215, 0.13264], [0.45616, -2.96527, -0.09149], [2.28814, -3.94491, -0.64950], [1.96688, -3.35317, 1.39805], [0.00930, -1.38299, -2.38528], [-0.74729, -1.75919, -2.85250], [0.77265, -1.54106, -2.95939], [0.87194, 1.76683, -2.27533], [0.62308, 2.66988, -2.50589], [1.78273, 1.66601, -2.58382]], "forces_ev_per_angstrom": [[-0.1452, 0.0328, 0.0278], [0.5707, 0.0061, -0.8752], [-0.3712, -0.0430, 0.9711], [0.1873, -0.2292, -0.1208], [0.1228, 0.2632, -0.2084], [0.2234, -0.2245, -0.1792], [0.0871, 1.1352, 0.0305], [0.4650, -0.9780, -0.3862], [-0.2439, -0.9549, 0.1951], [-0.9354, 2.6190, -0.3749], [-2.2737, -3.4112, -0.4899], [1.2847, 0.7316, 0.7274], [0.4036, 1.2863, 0.3989], [0.5764, 0.6460, -0.9514], [0.6336, -0.0280, 0.2972], [-0.6755, 0.7859, -0.1184], [-0.0582, -1.2011, 0.2772], [-0.4340, 1.0334, -0.3133], [0.1803, -0.3050, 0.0957], [0.0338, -0.2665, -0.1674], [0.1256, -0.1158, 0.0821], [-0.6969, 1.2564, -0.8402], [-0.1346, -1.3946, 1.0193], [-0.3750, -0.8725, 0.3917], [1.3984, 1.9627, -0.0666], [1.7387, -2.0881, -0.2331], [-0.9798, 0.0730, 0.4167], [-0.7059, 0.0667, -0.1697], [0.1220, 0.4429, -0.0284], [-0.2208, 0.1312, 0.0488], [0.2220, -0.0192, -0.2000], [-0.0813, -0.0722, 0.2608], [0.0171, 0.0669, -0.2848], [0.0122, 0.0777, 0.2147], [0.0112, 0.0956, 0.2722], [0.1107, -0.3790, -0.1145], [-0.0851, -0.0927, 0.2727], [-0.1100, -0.0369, 0.1228]], "lowdin_charge": [0.690, 0.601, -0.654, 0.170, 0.133, 0.156, 0.657, -0.273, -0.244, -0.462, 0.591, -0.256, -0.280, -0.699, 0.087, 0.189, 0.196, -0.674, 0.191, 0.151, 0.130, 0.660, -0.295, -0.251, -0.444, 0.595, -0.271, -0.272, -0.683, 0.132, 0.168, 0.154, -0.090, 0.076, 0.065, -0.070, 0.060, 0.066]}